No. 1
129
Properties=species:S:1:pos:R:3:forces:R:3 method="wB97M-V/def2-TZVPD" de_lowest_kcal_mol=181.52 energy_ev=-67152.4809
C 2.05282 -0.23823 -1.25853 1.1 -3.2 -0.5
N 1.01382 0.35477 -0.45053 -3.3 -0.2 -1.4
C 1.18682 -0.01423 0.94047 -0.4 3.4 -0.8
C 0.98682 1.83877 -0.72353 0.6 1.2 -0.9
C -0.32818 -0.31023 -0.85853 -0.3 1.8 -2.7
C -1.61718 0.36877 -0.24553 0.2 -8.3 1.1
O -2.79118 -0.18823 -0.87953 1.4 0.9 0.3
H 3.06382 0.26577 -1.10553 -1.8 -0.4 -0.2
H 1.79382 -0.30823 -2.36053 0.0 0.5 2.0
H 2.14982 -1.37023 -0.89853 -0.3 2.4 -0.7
H 2.12682 0.34677 1.20947 0.9 0.6 0.6
H 1.07482 -1.02023 1.16847 0.0 -1.0 -1.4
H 0.47982 0.60177 1.47447 -0.1 0.0 -0.2
H 2.06982 1.96277 -0.71253 -1.0 0.3 -0.4
H 0.58782 2.56077 0.06047 0.0 -1.7 -0.7
H 0.58482 2.14377 -1.77153 0.2 -1.1 1.8
H -0.20918 -1.34923 -0.59353 -0.3 -0.3 0.1
H -0.37618 -0.19023 -2.01853 0.0 -0.3 2.0
H -1.53618 1.33277 -0.15953 0.1 5.6 -0.1
H -1.62018 -0.07423 0.80947 -0.3 0.9 -1.1
H -2.96318 0.33277 -1.68353 -0.2 0.2 -0.2
N -2.28618 2.43577 -2.96853 0.2 -3.7 3.5
O -3.37418 1.80377 -2.96153 -0.8 0.4 -1.3
O -2.14418 3.31977 -2.13053 0.4 2.1 -0.5
O -1.28118 1.83177 -3.42353 0.5 0.8 -1.3
C -3.71518 3.37377 3.26547 1.8 4.2 2.3
C -3.19218 4.43777 2.21747 -3.1 2.9 -1.3
C -2.58318 3.61677 1.07947 1.9 3.0 5.2
O -1.98018 2.65077 1.91047 1.9 -2.7 1.3
C -2.94218 2.17077 2.94447 -0.9 1.4 -3.3
H -4.77718 3.29777 3.38047 -0.5 -0.3 -0.4
H -3.31018 3.68777 4.26547 -0.8 0.3 -0.6
H -2.45918 5.14977 2.53447 1.1 -0.5 1.2
H -3.87518 5.39077 1.81647 0.4 -3.0 0.8
H -1.85818 4.35177 0.70747 0.1 -1.2 -1.0
H -3.31518 3.22777 0.53647 -2.6 -1.7 -3.3
H -2.73018 1.57077 3.79247 1.7 -0.4 0.4
H -3.69118 1.67677 2.42247 -0.8 -2.2 -1.4
C 0.12582 -4.37623 -2.82353 9.0 -10.4 -3.5
C 0.53682 -4.31723 -4.35953 2.6 2.3 0.1
C 2.07582 -3.82123 -4.18953 -0.5 -0.6 -1.9
O 2.25182 -3.32423 -2.90353 -0.4 -0.1 0.7
C 1.46382 -4.14823 -2.09953 -2.8 1.7 -0.9
H -0.27618 -5.31923 -2.62753 -1.4 -0.9 0.7
H -0.26818 -3.60823 -2.81753 -8.5 12.6 1.8
H 0.24382 -3.41823 -5.05453 -0.9 -2.0 1.7
H 0.34182 -5.25823 -4.81253 0.3 -0.6 -0.8
H 2.20782 -2.98223 -4.83253 0.0 0.7 -0.7
H 2.90882 -4.44423 -4.51453 -0.2 -1.0 0.4
H 1.14182 -3.71723 -1.19553 0.4 1.3 1.4
H 1.91482 -5.00723 -1.85753 2.0 -3.5 0.7
C 4.09782 -3.08123 -0.35953 -3.0 3.4 -3.3
C 4.51882 -1.56723 -0.21153 7.4 -6.3 4.1
C 3.92082 -1.19123 1.07747 5.9 -4.8 2.9
O 3.01382 -2.22323 1.46247 1.7 -0.1 -2.1
C 3.37782 -3.47523 0.90547 6.0 2.7 0.7
H 4.72782 -3.73423 -0.87653 1.5 -1.1 0.0
H 3.49882 -2.65423 -1.27853 -0.6 -2.9 1.7
H 4.24182 -1.09223 -1.02053 -0.7 2.7 -3.7
H 5.72982 -1.89323 -0.18353 -2.7 2.5 0.0
H 3.44782 -0.35223 0.91847 -2.0 4.2 0.3
H 4.90882 -1.11023 2.02847 -3.1 0.0 -2.8
H 2.69582 -4.17823 0.71147 -3.5 -2.1 -0.1
H 4.17382 -3.88823 1.61747 -1.0 0.0 -0.8
C 2.38982 -0.90423 3.51547 -1.4 1.3 2.0
C 1.56082 0.39977 3.90047 -0.4 -3.8 -9.1
C 0.11582 -0.03423 3.66647 -0.3 1.5 -2.8
O 0.18882 -1.02223 2.64847 -0.5 -1.3 1.7
C 1.38482 -1.84023 3.00447 -6.0 5.6 3.6
H 2.77882 -1.63223 4.17547 1.6 0.5 2.1
H 3.14782 -0.49123 2.89447 0.3 -0.9 -0.5
H 2.01382 1.17377 3.12947 -2.6 -1.7 1.6
H 1.67682 0.87177 4.67847 1.4 4.1 8.8
H -0.63418 0.76477 3.25047 1.5 -1.2 1.1
H -0.26718 -0.55923 4.47447 -1.0 -0.3 2.2
H 1.65682 -2.35323 2.28247 1.3 -3.7 -6.3
H 0.85982 -2.55323 3.51547 -0.3 -1.8 3.6
C -3.58018 -3.82723 1.26047 -1.3 -1.2 0.5
C -2.77318 -3.55323 2.51047 -1.7 -2.6 1.5
C -3.00218 -2.13023 2.76547 -6.4 -2.9 7.5
O -4.36718 -1.94923 2.32147 -0.3 1.4 0.5
C -4.34218 -2.51823 1.06447 2.5 -0.9 -2.1
H -4.29318 -4.69023 1.45747 1.3 0.7 -0.8
H -2.80318 -3.91723 0.55947 0.1 -1.0 -2.0
H -1.76518 -3.81223 2.59947 1.9 -0.4 -0.9
H -3.23418 -4.35523 3.13547 0.2 1.5 1.1
H -2.42218 -1.58223 2.26147 4.7 4.5 -3.9
H -3.01618 -1.83923 3.92547 0.3 -0.5 -2.5
H -3.60118 -2.07223 0.38547 -0.2 1.3 0.3
H -5.19418 -2.53123 0.40547 -1.1 -0.1 0.9
C 1.68082 1.25377 -4.88153 -1.6 2.1 -0.3
C 2.10982 -0.16023 -5.33653 2.7 4.2 -0.7
C 3.14382 -0.59123 -4.27753 1.9 2.2 -4.2
O 3.21982 0.45877 -3.35453 1.3 0.8 0.0
C 2.81382 1.70977 -3.92853 -1.1 -0.8 -1.7
H 0.77882 1.31977 -4.30553 -0.6 -1.1 0.9
H 1.21082 2.04577 -5.63053 2.1 -1.6 0.6
H 2.45582 -0.09023 -6.36953 0.6 -0.1 0.1
H 1.33382 -0.76423 -5.39353 -3.8 -2.9 0.1
H 4.15982 -0.72823 -4.85353 -1.6 0.0 1.4
H 2.73682 -1.48723 -3.97353 0.1 -1.6 2.1
H 3.54482 2.16977 -4.58353 0.9 0.1 0.4
H 2.47082 2.39877 -3.14753 0.3 -0.3 -0.1
C 4.99882 2.76577 0.43347 -0.1 -0.4 -2.6
C 5.07482 2.27177 1.89347 -2.7 1.0 -3.0
C 3.62382 2.22677 2.37847 0.9 -3.4 0.0
O 2.78882 2.44777 1.25447 0.3 0.1 -0.5
C 3.49182 3.20777 0.23847 0.7 3.6 3.5
H 5.38082 1.96177 -0.23753 -1.2 -0.1 0.1
H 5.74682 3.51477 0.06047 -0.9 0.1 1.2
H 5.56282 3.01877 2.30747 2.1 3.6 2.9
H 5.76082 1.51677 1.90347 0.9 -2.9 0.5
H 3.46482 2.92177 3.19447 -0.3 0.3 0.0
H 3.38582 1.11977 2.77547 1.1 3.0 -1.0
H 3.39982 4.42077 0.70847 0.5 -3.1 -1.7
H 2.87682 3.19877 -0.68353 1.4 0.2 0.6
C -6.27718 1.20377 -0.08853 6.5 0.7 -1.4
C -6.42318 1.71177 1.33347 -3.2 -0.7 -0.6
C -6.91418 3.22777 1.12747 -1.4 -4.8 2.8
O -7.28218 3.23577 -0.11653 -1.0 1.3 -6.6
C -6.40918 2.51377 -0.99853 -2.1 -2.3 1.0
H -6.89518 0.39677 -0.26153 -1.8 -1.2 -0.9
H -5.16618 0.65577 -0.20253 -2.6 1.6 0.0
H -5.66218 1.37477 2.00847 0.4 0.4 0.4
H -7.36418 1.10577 1.51247 0.9 1.0 1.3
H -6.17018 3.87477 1.32147 2.5 2.8 1.4
H -7.90718 3.30577 1.56847 0.6 0.8 1.6
H -5.49618 2.99077 -1.26953 1.0 0.5 0.4
H -6.96518 2.37577 -1.94853 0.2 -0.1 0.7



No. 2
82
Properties=species:S:1:pos:R:3:forces:R:3 method="wB97M-V/def2-TZVPD" de_lowest_kcal_mol=0.00 total_charge=+3 energy_ev=-166228.1611
V 0.81142 1.08284 -0.63380 0.3 -0.3 0.1
O 3.26560 -3.81635 -1.53924 0.0 0.0 0.1
C 2.58519 -3.44732 -2.62673 -0.1 0.0 -0.1
C 2.61778 -4.31461 -3.72324 0.0 0.1 0.1
C 1.92633 -4.00672 -4.87008 0.0 0.0 0.0
C 1.17461 -2.82553 -4.96889 0.0 0.0 0.0
C 1.13983 -1.96141 -3.90552 0.0 0.0 -0.1
C 1.84506 -2.24852 -2.71924 0.1 -0.1 0.1
C 1.77150 -1.35495 -1.59622 0.2 -0.1 0.2
O 1.03908 -0.20159 -1.74410 0.0 0.1 0.0
N 2.29720 -1.50947 -0.43265 0.0 -0.2 -0.5
N 1.99211 -0.51542 0.46757 -0.2 0.2 0.1
C 2.44529 -0.84118 1.66696 -0.1 0.0 0.1
S 3.30714 -2.30898 1.93232 0.0 0.0 0.0
C 3.74923 -1.94518 3.65406 0.0 0.0 0.0
C 2.62086 -1.14541 4.26524 0.0 0.0 0.0
S 2.15035 0.13513 3.06059 0.0 0.0 0.0
H 3.18722 -3.15398 -0.83530 0.0 0.0 0.0
H 3.19953 -5.22187 -3.63877 0.0 0.0 0.0
H 1.96352 -4.68873 -5.70849 0.0 0.0 0.0
H 0.63258 -2.60161 -5.87622 0.0 0.0 0.0
H 0.56147 -1.04823 -3.96922 0.0 0.0 0.0
H 4.69195 -1.39913 3.66188 0.0 0.0 0.0
H 3.88502 -2.89826 4.16370 0.0 0.0 0.0
H 2.92938 -0.63364 5.17542 0.0 0.0 0.0
H 1.74552 -1.76025 4.47152 0.0 0.0 0.0
I 0.98687 2.91963 1.33093 0.0 0.1 0.1
C -0.18359 2.55425 3.04824 0.0 0.0 0.1
C 0.20263 3.40704 4.04922 0.0 -0.1 -0.1
C -0.44352 3.36450 5.29422 0.0 0.0 0.0
C -1.45296 2.47005 5.47250 0.0 0.0 0.0
C -1.85894 1.59126 4.43977 0.0 0.0 0.0
C -2.94771 0.72971 4.70594 0.0 0.0 0.0
C -3.42884 -0.11113 3.74896 0.0 0.0 0.1
C -2.80355 -0.13113 2.49900 0.0 0.0 0.0
C -1.70809 0.65675 2.18727 0.0 0.0 0.0
P -1.27806 0.28714 0.44823 0.0 0.0 0.1
C -2.77626 0.80258 -0.42109 0.0 0.1 0.0
C -3.53022 -0.03240 -1.23906 0.0 -0.1 0.0
C -4.68560 0.45620 -1.83697 0.0 0.0 0.0
C -5.08775 1.76507 -1.62415 0.0 0.0 0.0
C -4.34571 2.59752 -0.79168 0.0 0.0 0.0
C -3.19763 2.11870 -0.18780 0.0 0.0 0.0
C -1.02778 -1.50109 0.33864 0.1 0.0 0.1
C -1.04673 -2.14249 -0.89973 0.0 0.0 -0.1
C -0.81082 -3.50469 -0.98416 0.0 0.0 0.0
C -0.52388 -4.23281 0.16126 0.0 0.0 0.0
C -0.46424 -3.59466 1.39278 0.0 0.0 0.0
C -0.71182 -2.23465 1.48838 0.0 0.0 -0.1
C -1.21459 1.58527 3.15819 0.0 0.0 0.0
H 0.99817 4.12523 3.89943 0.0 0.0 0.0
H -0.14042 4.04259 6.07916 0.0 0.0 0.0
H -1.98048 2.42042 6.41592 0.0 0.0 0.0
H -3.40487 0.77099 5.68610 0.0 0.0 0.0
H -4.27721 -0.75341 3.93682 0.0 0.0 0.0
H -3.21044 -0.80392 1.75236 0.0 0.0 0.0
H -3.26077 -1.06767 -1.38908 0.0 0.0 0.0
H -5.27921 -0.19941 -2.45926 0.0 0.0 0.0
H -5.99129 2.13510 -2.08912 0.0 0.0 0.0
H -4.67569 3.60955 -0.60040 0.0 0.0 0.0
H -2.65020 2.76113 0.49665 0.0 0.0 0.0
H -1.22421 -1.58622 -1.81234 0.0 0.0 0.0
H -0.84379 -3.99378 -1.94878 0.0 0.0 0.0
H -0.34207 -5.29682 0.09372 0.0 0.0 0.0
H -0.23460 -4.16191 2.28463 0.0 0.0 0.0
H -0.67050 -1.75228 2.45548 0.0 0.0 0.0
C 1.66366 1.74535 -4.30445 0.0 0.0 0.0
Ge 1.46428 2.74279 -2.66587 -0.2 0.1 -0.1
C 2.91772 2.41014 -1.36033 -0.1 0.0 0.2
C 0.90711 4.59284 -2.76160 0.0 0.0 0.0
C -0.42909 2.00337 -1.68408 0.0 0.1 -0.1
H 2.25140 2.35217 -4.99566 0.0 0.0 0.0
H 0.69253 1.56712 -4.76599 0.0 0.0 0.0
H 2.17374 0.79728 -4.14452 0.0 0.0 0.0
H 3.81813 2.33850 -1.97922 0.0 -0.1 -0.1
H 2.97065 1.45408 -0.80035 0.1 0.0 0.1
H 3.05958 3.23423 -0.66114 0.0 0.0 -0.1
H 1.65013 5.13399 -3.34969 0.0 0.0 0.0
H 0.83546 5.05202 -1.77709 0.0 0.0 0.0
H -0.05038 4.67193 -3.27433 0.0 0.0 0.0
H -0.99862 1.58949 -2.51803 0.0 -0.1 0.0
H -0.93468 2.87484 -1.26935 0.0 0.0 0.0



No. 3
13
Properties=species:S:1:pos:R:3:forces:R:3 method="wB97M-V/def2-TZVPD" smiles="N/C=[NH+]/CN" de_lowest_kcal_mol=64.48 total_charge=+1 energy_ev=-6665.8331
C 1.22768 0.58628 0.04603 -4.4 2.3 -3.2
C -0.59919 -1.02437 -0.43181 0.1 -1.6 1.3
N 1.44253 1.88855 0.28447 0.3 -2.3 -0.4
N -1.25562 -1.04245 0.90548 0.5 1.5 -0.6
N -0.07456 0.25277 -0.81474 6.2 1.6 3.3
H 1.89736 -0.24221 0.27927 -0.1 0.4 0.1
H 0.27009 -1.68415 -0.29938 -0.3 0.0 -0.5
H -1.18395 -1.41640 -1.28591 -0.2 0.2 0.9
H 2.28750 2.32897 0.69595 -0.6 -0.9 -0.3
H 0.76444 2.53903 -0.10291 0.1 0.0 0.2
H -0.62705 -0.52801 1.59319 -0.9 -1.1 -1.0
H -2.06212 -0.41467 0.82876 -0.1 -0.5 0.3
H -0.69005 1.03006 -0.68394 -0.7 0.5 -0.2



No. 4
59
Properties=species:S:1:pos:R:3:forces:R:3 method="wB97M-V/def2-TZVPD" energy_ev=-569612.2526
O -2.00613 -1.47038 0.40353 -0.1 0.0 0.4
C -1.16848 -0.71910 0.00597 0.0 0.3 -1.7
O -1.49197 0.52947 -0.46888 0.1 -0.7 -0.3
C -0.32341 1.17904 -0.95213 1.5 0.7 1.1
C 0.87037 0.44758 -0.27763 -0.5 -0.1 0.1
C 0.34428 -0.95989 -0.12475 -1.7 -0.2 0.9
H -0.36473 2.21198 -0.60632 -0.1 0.0 -0.1
H -0.12382 1.22401 -2.02354 -0.9 -0.6 -0.2
H 1.02429 0.84962 0.71846 0.2 0.2 -0.1
H 1.77068 0.52166 -0.87625 0.1 0.1 0.1
H 0.42269 -1.47488 0.83707 1.3 0.0 -0.1
H 0.54180 -1.64543 -0.94476 0.0 0.0 0.0
O -0.97015 -3.81772 5.23887 -0.4 0.0 -0.1
C -0.40157 -3.02920 4.54199 0.3 -1.3 1.0
O -0.59525 -1.71141 4.66958 0.2 0.9 -0.4
C 0.39350 -0.97890 3.90998 -0.5 0.1 -0.3
C 1.46743 -2.00527 3.58956 0.9 -0.6 -0.6
C 0.70675 -3.33937 3.56646 -0.6 0.7 0.1
H 0.73617 -0.14455 4.51677 0.1 -0.1 0.2
H -0.08709 -0.53245 3.03491 -0.1 -0.2 -0.1
H 2.23651 -1.92695 4.36008 -0.1 -0.5 0.2
H 2.02853 -1.90906 2.65783 -0.3 0.6 -0.1
H 1.21407 -4.26738 3.80701 0.2 0.2 0.3
H 0.20397 -3.54517 2.61608 0.2 0.3 -0.2
C 5.39268 -0.51475 -3.03532 1.5 0.4 -0.7
Cl 4.28074 0.17920 -1.90703 -0.8 -0.1 0.3
Cl 6.84055 -1.15201 -2.20825 -0.2 -0.1 -0.1
H 4.98765 -1.27263 -3.69636 -0.3 -0.2 0.4
H 5.76237 0.30191 -3.65010 -0.1 -0.1 0.0
C -1.21636 6.75609 -0.51701 -1.1 -0.1 -0.5
Cl -0.95904 5.02909 -0.18218 0.2 0.5 0.1
Cl -2.89737 7.00305 -1.08171 0.0 0.0 0.0
H -1.14340 7.37789 0.36529 0.4 -0.3 0.2
H -0.60895 7.08909 -1.34856 0.4 -0.2 0.2
C -2.65746 -5.02570 1.65801 0.2 0.2 1.1
Cl -3.74496 -5.10627 3.08092 0.0 0.0 -0.7
Cl -1.18016 -5.96582 2.08091 -0.4 0.3 -0.6
H -3.12723 -5.38496 0.75103 0.0 -0.4 0.2
H -2.39348 -3.97999 1.53768 0.2 0.0 0.0
C 4.63592 2.59742 0.40071 -0.4 0.1 1.3
Cl 3.40257 1.81488 1.45499 0.0 0.1 -0.5
Cl 5.47921 3.76428 1.42769 0.5 0.1 -0.2
H 5.27587 1.78050 0.10145 0.2 0.3 -0.3
H 4.17679 3.19090 -0.37898 -0.2 -0.5 -0.2
C -4.10659 0.87519 1.71941 0.3 -0.1 -0.3
Cl -4.70308 0.11497 3.19445 -0.2 0.0 -0.1
Cl -3.52241 2.52923 2.03571 0.0 -0.3 -0.2
H -3.30938 0.25013 1.33309 0.2 0.2 0.2
H -4.85839 0.92393 0.93814 -0.3 0.1 0.4
C -2.04524 -3.34089 -4.15873 -0.6 -0.7 1.1
Br -2.27163 -4.90245 -5.32227 0.3 0.9 0.4
Br -0.47351 -3.46443 -3.00507 -0.2 0.0 -0.6
Br -3.60725 -3.20609 -2.95730 0.4 0.1 -0.5
H -2.00351 -2.41079 -4.70548 0.1 -0.2 -0.3
C -1.08801 4.07558 -5.27846 0.1 0.3 -0.5
Br -1.39940 3.14370 -3.65752 0.0 -0.1 0.3
Br -0.43286 5.87998 -4.95114 -0.4 -0.2 -0.1
Br -2.64991 3.94927 -6.43604 0.5 0.3 0.2
H -0.26321 3.61423 -5.80188 -0.1 -0.2 0.0



No. 5
22
Properties=species:S:1:pos:R:3:forces:R:3 method="wB97M-V/def2-TZVPD" de_lowest_kcal_mol=55.41 total_charge=+1 energy_ev=-30585.7920
N -1.13843 -1.56408 1.51617 -4.6 0.4 -1.1
C -1.57976 -0.97570 0.12092 2.5 4.1 4.2
C -1.59105 0.57935 0.13382 -1.1 0.1 -1.6
S 0.17307 1.32444 0.18155 -1.0 0.1 0.4
S 1.52961 0.21234 -0.86125 -0.4 -0.9 -0.2
C 1.73683 0.91190 -2.57679 -3.3 0.0 0.8
H -1.51816 -2.51454 1.47368 1.1 -0.2 0.7
H -1.66459 -1.06974 2.22830 -1.0 0.1 0.1
H -0.28262 -1.45097 1.95407 3.2 -0.3 -0.3
H -2.44795 -1.39927 -0.13574 -3.4 -1.6 -0.6
H -0.82867 -1.28614 -0.47398 2.4 -1.0 -2.4
H -2.07898 0.83488 -0.84191 0.8 -0.3 0.3
H -2.38296 1.15776 0.75938 1.9 -1.2 0.0
H 0.71249 0.94276 -3.12167 2.0 -0.1 0.8
H 2.49297 0.35433 -3.07939 0.4 -0.5 -0.3
H 2.05441 1.86787 -2.26323 0.5 1.3 -0.7
H 0.92603 -4.07058 1.10320 -0.5 0.6 0.6
H 0.23813 -4.99137 1.98093 -0.5 -0.9 0.7
O 0.25943 -4.05491 1.82845 0.9 0.4 -1.4
H 1.15126 5.44603 -0.24026 -0.2 -0.1 0.3
H 2.18753 4.61456 0.51645 0.3 -2.3 3.5
O 2.05139 5.13107 -0.20268 -0.1 2.3 -3.8



No. 6
36
Properties=species:S:1:pos:R:3:forces:R:3 method="wB97M-V/def2-TZVPD" de_lowest_kcal_mol=8.57 total_charge=+1 energy_ev=-122012.9959
Ti 0.63174 -0.82341 -1.13427 -0.8 0.5 -1.2
O -0.56563 -1.34377 -0.00934 -1.1 -0.8 1.0
C -0.60994 -2.58564 0.56484 0.1 0.0 0.0
C -1.82303 -3.20995 0.77080 -0.2 0.1 0.0
C -1.84410 -4.47288 1.33473 0.0 0.0 0.0
C -0.66440 -5.10833 1.72392 0.0 0.0 0.0
C 0.54159 -4.46859 1.55132 0.1 0.0 0.0
C 0.59818 -3.20120 0.95558 0.2 0.1 0.1
C 1.85721 -2.50153 0.86182 -0.1 0.1 0.1
N 1.95717 -1.44511 0.12651 0.7 0.1 0.4
N 3.06434 -0.60973 0.09484 0.0 -0.2 0.1
C 2.72153 0.52196 -0.44833 0.4 -0.3 0.1
O 1.41110 0.73054 -0.76167 0.9 0.7 0.4
C 3.73004 1.49916 -0.83928 -0.3 0.2 0.0
C 5.05391 1.35683 -0.42162 0.0 0.0 0.0
C 6.00776 2.24129 -0.88584 0.0 0.0 0.0
C 5.64860 3.25797 -1.76554 0.0 0.0 0.0
C 4.33118 3.40345 -2.17328 0.0 0.0 0.0
C 3.36613 2.52775 -1.70550 0.0 0.1 0.0
H -2.73302 -2.70161 0.48311 0.0 0.0 0.0
H -2.79491 -4.96919 1.47750 0.0 0.0 0.0
H -0.69837 -6.09315 2.16786 0.0 0.0 0.0
H 1.46526 -4.94153 1.86157 0.0 0.0 0.0
H 2.71470 -2.80098 1.45867 0.0 -0.1 0.0
H 5.31739 0.55905 0.25940 0.0 0.0 0.0
H 7.03557 2.13880 -0.56577 0.0 0.0 0.0
H 6.40297 3.94084 -2.13366 0.0 0.0 0.0
H 4.05663 4.19758 -2.85410 0.0 0.0 0.0
H 2.33468 2.63354 -2.01367 0.0 0.0 0.0
F -0.26113 -0.28505 -2.90248 0.1 0.0 -0.1
As 0.67307 -1.55059 -3.85800 0.3 -0.4 0.0
F 0.27300 -2.51244 -2.33924 -0.2 0.0 -0.1
F 1.62494 -2.80302 -4.40810 0.2 -0.3 -0.2
F -0.74676 -2.01981 -4.58670 -0.3 -0.1 -0.2
F 1.16386 -0.37451 -4.92787 0.0 0.2 -0.3
F 2.00169 -1.06356 -2.69647 0.0 0.2 -0.1